[1]
DFT (ωB97M-V/def2-TZVPD) results for 8 unconnected molecules or ions with the total composition C21H58N2O10P.

- highest occupied orbital energy (Eh) = -0.0747

ORCA input file:
```
! wB97M-V def2-TZVPD RIJCOSX def2/J DEFGRID3
* xyz -1 1
P -1.78222 -3.43366 -2.77923
O -3.02374 -4.19910 -2.99695
O -5.15982 5.70233 5.64346
O -2.01944 -1.88905 -3.34001
O -1.58519 -3.13008 -1.19484
O 3.48373 -5.27151 3.32198
O 0.06510 6.52928 1.89075
O 1.38852 -1.70762 1.14896
O -4.47092 3.66809 2.53313
O -1.57633 -0.32528 -0.40536
O 3.13909 -0.34769 -5.87553
N 0.76495 -3.85035 -2.26938
N 0.73688 -5.59962 -5.65271
C -3.66862 5.83248 1.76543
C -2.15902 -0.05470 0.86235
C -2.87947 1.27806 0.92274
C 3.49618 -2.45378 -2.88991
C -0.27195 -4.09591 -3.35991
C 0.74727 -4.33590 -5.68691
C 0.49214 -2.58989 1.81996
C 0.85346 6.13218 0.77058
C 2.87503 -6.30355 5.44039
C 0.81853 -2.70294 3.29850
C -3.31080 6.92623 6.67897
C 0.06198 5.28898 -0.21183
C -4.48623 4.59513 1.45199
C 2.93314 0.98675 -5.43059
C 2.56811 -6.15913 3.96053
C 2.04395 -4.53178 -2.50944
C -3.98852 6.47967 5.39815
C 2.35795 1.86438 -6.52830
C 3.20812 -3.68455 -2.00825
C 2.83868 -1.15918 -2.39688
C 0.17646 -3.41163 -4.63635
H -2.05436 -1.29098 -2.59200
H 0.78174 -1.72213 3.77618
H 3.87826 -6.71092 5.58887
H 2.16290 -4.78275 -3.56019
H 2.24372 0.92139 -4.59128
H 0.26660 -5.84407 -4.76326
H 0.52000 -3.57502 1.34439
H 2.64266 -1.18905 -1.32601
H -4.25060 7.34437 4.77907
H 2.27527 -2.06943 1.23630
H -2.40582 7.49548 6.46392
H 0.93832 -2.64200 -4.42426
H 4.10789 -4.29679 -1.90831
H 1.73801 5.58590 1.11456
H -1.37094 -0.09626 1.62320
H 0.67100 5.01318 -1.07342
H 1.41477 1.44943 -6.88350
H 2.93424 -3.33400 -1.00950
H -5.77942 6.24278 6.14096
H -2.85467 -0.87208 1.04609
H 3.10303 -2.67530 -3.88257
H 1.57577 -5.73526 3.81802
H -3.97915 7.55612 7.27121
H -0.28963 4.37022 0.26390
H -3.04508 6.06135 7.28690
H 0.37865 -4.28556 -1.44609
H -4.07826 6.34247 2.63807
H 4.36449 -5.63896 3.43536
H -0.81334 5.83675 -0.56243
H -3.32617 1.44891 1.90087
H 1.82730 -3.10118 3.43672
H 3.04073 1.91590 -7.38066
H -3.66700 1.31464 0.16861
H 2.18181 2.88040 -6.16971
H -4.06980 4.06812 0.59460
H -0.92266 0.35470 -0.59594
H 3.87852 1.40110 -5.05948
H -2.63886 5.55795 1.99375
H -0.23365 5.72787 2.33029
H 2.07003 -5.48736 -1.96459
H 3.75820 -0.32687 -6.61011
H 4.57149 -2.31722 -3.01112
H 0.11173 -3.36510 3.80357
H -3.66328 6.53203 0.92826
H -0.50444 -2.17924 1.67387
H -3.32595 5.83930 4.81864
H 1.19038 7.05468 0.30011
H -0.63576 -2.85756 -5.11827
H -2.18546 2.09922 0.71722
H 2.16087 -6.96918 5.92774
H -4.85949 4.09387 3.30560
H 2.59706 -7.13439 3.46406
H -5.52052 4.86575 1.21317
H 2.83679 -5.32997 5.92986
H -0.94758 -2.41777 -1.08118
H 1.87665 -1.02928 -2.88837
H 1.18809 -3.85359 -6.56602
H 3.46795 -0.29126 -2.60121
*
```

=====

[2]
DFT (ωB97M-V/def2-TZVPD) results for a gas-phase ion, C4H5N2O2 (charge +1).

- highest occupied orbital energy (Eh) = -0.5753
- energy relative to the best compared isomer or geometry (same formula, charge and spin) (kJ/mol) = 154.6
- SMILES = C=NC(=O)OC1=[NH+]C1

ORCA input file:
```
! wB97M-V def2-TZVPD RIJCOSX def2/J DEFGRID3
* xyz 1 1
O -1.39431 -1.03362 0.28776
O -1.73975 -1.23718 2.63936
N 0.94550 -1.00403 -0.25864
N -0.83769 0.69861 1.75446
C -1.41756 -0.46227 1.84212
C -0.32781 -1.19307 -0.29732
C -1.09980 1.92113 1.68135
C 0.40947 -1.62079 -1.49027
H -2.10989 2.31648 1.59186
H 1.77844 -0.96098 0.30142
H -0.26546 2.61232 1.70421
H 0.57994 -2.67935 -1.65027
H 0.41106 -1.00972 -2.38494
*
```

=====

[3]
DFT (ωB97M-V/def2-TZVPD) results for 10 unconnected molecules or ions with the total composition C23H39N7O9.

- highest occupied orbital energy (Eh) = -0.3958
- energy relative to the best compared isomer or geometry (same formula, charge and spin) (kJ/mol) = 3.0
- SMILES = COC(=O)OC.COC(=O)OC.COC(=O)OC.CC#N.CC#N.CC#N.CC#N.CC#N.CC#N.CC#N

ORCA input file:
```
! wB97M-V def2-TZVPD RIJCOSX def2/J DEFGRID3
* xyz 0 1
O 5.16711 -1.41740 0.93869
O 1.04665 -0.58608 1.36344
O -4.59684 -4.17891 1.88474
O 5.19853 -0.11566 2.67961
O -0.40414 -1.48782 -0.06281
O -0.00820 -2.32988 2.01482
O 5.24079 0.85191 0.64978
O -3.91305 -2.80453 0.37218
O -6.09187 -2.80445 0.95283
N 1.45844 5.13193 1.84345
N -0.13048 1.77862 -6.58980
N 1.34121 -3.87122 -1.43976
N -3.59104 2.39981 -4.05007
N -0.86138 -1.84930 -4.14610
N 1.91219 2.10483 5.30835
N -1.84749 3.29749 1.06262
C 0.11677 -1.46939 1.03008
C -0.09381 -0.75631 -7.21720
C -1.71800 5.50561 2.40741
C -1.83461 4.30588 1.57812
C 3.70413 4.66844 3.11230
C 5.27031 -1.81997 -0.44358
C 5.20635 -0.14474 1.34935
C 1.36207 0.40613 0.37898
C 0.22683 -4.05575 -1.77787
C 5.39470 1.17107 3.19754
C -4.97727 -3.23229 1.05612
C -3.22359 3.48250 -4.18001
C 2.44296 4.81809 2.32728
C -0.82515 -3.42563 1.69518
C -2.55804 4.75728 -4.45946
C -5.65164 -4.70746 2.62958
C -4.25422 -1.61944 -0.35758
C 2.42671 -0.35903 4.67746
C -1.08535 -0.85634 -3.60093
C 2.14692 1.00248 5.10647
C -1.16187 -4.32340 -2.18078
C -1.33712 0.45767 -2.94718
C -0.08927 0.64774 -6.90783
H -1.12561 -4.75520 -3.16427
H -1.88149 -3.14430 1.72850
H -2.50385 5.60200 3.11804
H -3.15833 5.54261 -4.20850
H -5.79096 -5.73796 2.36693
H 5.96998 -2.63409 -0.42056
H 5.65784 -1.05519 -1.09735
H 2.11636 -0.90866 5.53230
H -1.87293 6.35017 1.68717
H -1.61564 4.77944 -3.97477
H -1.07379 1.20585 -3.63457
H 4.26474 -2.12548 -0.83531
H 0.50004 1.02379 0.11602
H -4.51339 -0.78144 0.30512
H 1.74169 -0.52551 3.79581
H 4.41963 1.64150 3.37346
H 6.05246 1.83754 2.60476
H 0.82421 -1.22053 -6.89601
H -6.57183 -4.16455 2.32751
H -5.11111 -1.94627 -0.95801
H 2.09247 1.02953 0.88102
H -3.38792 -1.33428 -1.00815
H 3.40567 -0.54565 4.40477
H -0.88272 -1.18895 -6.62387
H -1.59648 -4.99187 -1.40351
H 5.80440 1.07142 4.19592
H -0.51538 -3.80071 0.70922
H 4.07329 5.57468 3.60080
H -2.29590 4.75261 -5.52700
H 4.51823 4.29650 2.41223
H -0.77703 0.56349 -2.03700
H 1.73923 0.00748 -0.53438
H -0.30054 -0.91619 -8.25484
H -0.74546 5.63270 2.92414
H -0.67463 -4.09143 2.52636
H -2.42774 0.60904 -2.73475
H 3.50710 3.85802 3.86312
H -5.54036 -4.68045 3.72357
H -1.73247 -3.40211 -2.13933
*
```

=====

[4]
DFT (ωB97M-V/def2-TZVPD) results for a molecular structure, CHF6FeN3O15S6.

- highest occupied orbital energy (alpha / beta) (Eh) = -0.2463 / -0.2819
- energy relative to the best compared isomer or geometry (same formula, charge and spin) (kJ/mol) = 503.7

ORCA input file:
```
! wB97M-V def2-TZVPD RIJCOSX def2/J DEFGRID3
* xyz -1 6
Fe 0.34974 -0.00674 -0.41122
S -2.02036 -2.78075 1.91872
S 1.89446 2.92217 2.22675
S -3.31554 2.09345 -1.47516
S -0.22715 -4.06288 1.15757
S 2.78923 0.94428 3.06297
S -2.83159 0.18335 -3.05341
F 0.77249 3.40845 1.13807
F -2.50050 3.22818 -2.19988
F -1.65167 -0.88191 -2.81613
F -2.17275 -1.21427 2.07227
F 0.94092 -4.03847 0.06664
F 2.86377 -0.48489 2.40636
O -1.26310 -5.05868 0.66475
O 2.18009 0.58659 4.32348
O 4.17389 1.45844 3.08205
O 1.41430 3.40337 3.50546
O 2.58967 -0.51292 -2.24140
O -3.12684 -3.11648 1.03192
O -2.46764 0.80407 -4.28134
O -4.59606 2.04779 -2.17001
O 3.92859 0.49030 -3.65968
O -2.04384 -3.45352 3.20376
O 2.24070 1.44806 -2.53035
O 3.08687 3.45785 1.56124
O -3.25043 2.53493 -0.10497
O 0.60074 -4.44809 2.29960
O -4.07985 -0.50789 -2.91907
N -2.20173 0.94762 -1.64088
N 1.65904 1.42514 1.85975
N -0.56576 -2.57323 0.96564
C 3.00398 0.51533 -2.79466
H 3.82635 1.24134 -4.24883
*
```

=====

[5]
DFT (ωB97M-V/def2-TZVPD) results for a molecular structure, C33H24AsFMgNO3S3.

- highest occupied orbital energy (Eh) = -0.1614

ORCA input file:
```
! wB97M-V def2-TZVPD RIJCOSX def2/J DEFGRID3
* xyz -1 1
As 13.87938 13.76863 7.66231
S 17.12814 14.13896 11.60840
S 15.60622 16.61635 12.43829
S 16.22990 16.19011 9.54535
Mg 14.64168 17.72252 10.58530
F 9.24445 14.29292 7.91580
O 12.74356 17.24922 9.76098
O 13.50730 21.43036 9.21502
O 14.31777 19.59244 10.22831
N 10.28970 19.57264 7.44905
C 10.86104 17.44626 8.38084
C 12.03263 18.01524 9.09257
C 9.56678 15.58471 7.80241
C 10.00951 18.24910 7.54566
C 11.98273 12.57303 9.25657
C 11.39809 20.07959 8.13516
C 8.70138 19.69910 5.65730
C 10.46514 11.53628 7.42747
C 10.23773 21.62594 5.88509
C 17.70646 11.03551 7.37455
C 11.59562 12.21803 7.91358
C 11.54750 12.84608 11.56424
C 12.29447 19.40878 8.89631
C 16.39452 15.60768 11.20132
C 9.43859 20.55666 6.58832
C 11.08458 11.81934 5.13573
C 8.63395 16.37545 7.12188
C 8.84010 17.71238 6.97739
C 16.66848 10.75203 6.46658
C 13.61190 13.66582 10.61488
C 13.52758 20.24346 9.45442
C 13.20248 13.22852 9.38252
C 15.42716 12.55844 7.51550
C 12.21665 12.51531 5.52118
C 12.50534 12.74294 6.89090
C 10.69360 16.05278 8.37783
C 15.56994 11.60913 6.50366
C 16.36625 12.77033 8.45592
C 17.53539 12.01034 8.38023
C 7.90682 18.53774 6.23572
C 11.11335 12.36075 10.34895
C 12.81458 13.47085 11.72821
C 10.22053 11.28714 6.08977
H 7.67131 15.93480 6.86664
H 9.69716 11.27242 8.13655
H 10.68817 22.37442 6.59936
H 14.80541 11.61328 5.70288
H 10.91267 12.86282 12.46128
H 16.86087 10.06572 5.68179
H 18.77376 10.65801 7.30107
H 9.27304 10.79729 5.86736
H 11.35361 15.47638 9.02103
H 16.19735 13.42500 9.30131
H 18.23720 12.30117 9.15006
H 7.03575 18.86740 6.80998
H 7.54925 17.92638 5.46717
H 10.13030 11.98266 10.13078
H 12.95979 12.86449 4.79461
H 11.11110 21.30400 5.33563
H 14.56286 14.17669 10.61308
H 9.61558 22.23822 5.20769
H 9.49938 19.42671 4.96557
H 8.79703 21.03543 7.28982
H 8.05291 20.24645 4.98596
H 11.55313 21.15684 8.00148
H 10.98897 11.70111 4.05474
H 13.17756 13.87955 12.62074
*
```

=====

| no. | maximum force (eV/Å) |
| --- | --- |
| 1 | 0.71 |
| 2 | 1.71 |
| 3 | 3.95 |
| 4 | 10.03 |
| 5 | 3.81 |